No. 1
Entry from the Open Molecules 2025 dataset: a structure of composition C45H52AuN4O2S at a distorted geometry (the ωB97M-V functional and the def2-TZVPD basis).

Atoms and positions in Å:
Au  -0.00267  -0.47362  0.74799
C  2.12585  -2.57212  2.67191
N  0.79517  -2.02898  2.47661
C  -0.16553  -2.31655  3.26393
C  -1.47522  -1.74358  3.07718
C  -2.67061  -2.02016  3.75128
C  -3.66482  -1.26564  3.11460
C  -3.02144  -0.56604  2.08027
N  -1.70929  -0.84275  2.06048
C  3.09152  -1.44316  2.94692
C  3.55266  -0.65342  1.89852
C  4.37996  0.43643  2.13787
C  4.76020  0.74633  3.43925
C  4.30258  -0.03614  4.49206
C  3.46824  -1.12000  4.24445
H  2.41662  -3.07790  1.74636
H  2.16589  -3.30607  3.49023
H  -0.02393  -3.02110  4.09474
H  -2.78690  -2.69694  4.58952
H  -4.71854  -1.22273  3.35893
H  -3.45229  0.12254  1.36285
H  3.22595  -0.88282  0.88862
H  4.72095  1.04976  1.30851
H  5.40378  1.59692  3.63210
H  4.57716  0.21177  5.51110
H  3.09663  -1.71757  5.07061
C  1.57472  4.20651  -2.15107
C  2.74139  4.25759  -1.14748
C  4.07271  3.65555  -1.65577
C  2.35907  3.93302  0.31279
C  2.73470  4.95676  1.18077
C  2.37701  4.99339  2.51744
C  1.55772  3.99994  3.00238
C  1.17020  2.92539  2.20669
C  0.20791  1.94717  2.86982
C  -1.14714  2.61307  3.10245
C  0.77387  1.35439  4.16044
C  1.63109  2.82887  0.86464
N  1.32322  1.60374  0.20092
C  1.77212  1.32835  -0.92930
C  1.54867  0.04642  -1.63763
N  1.03414  -0.96768  -1.11373
C  1.05745  -2.20976  -1.81282
C  -0.15304  -2.90356  -1.99083
C  -0.11897  -4.14717  -2.60981
C  1.06451  -4.71118  -3.05447
C  2.24772  -4.02123  -2.87234
C  2.28027  -2.77450  -2.25030
C  3.66333  -2.15463  -2.04019
C  4.31117  -1.77576  -3.37407
C  4.57866  -3.08745  -1.23922
C  -1.50289  -2.34260  -1.56249
C  -2.12865  -3.20970  -0.46170
C  -2.44232  -2.17734  -2.75859
H  1.91896  4.57051  -3.12353
H  0.78134  4.87225  -1.80571
H  1.11720  3.22795  -2.30005
H  2.96959  5.31854  -1.09440
H  4.00714  2.64722  -2.06497
H  4.80772  3.63453  -0.84567
H  4.47039  4.29086  -2.45150
H  3.31032  5.78356  0.77977
H  2.70132  5.81313  3.14790
H  1.19874  4.04691  4.02520
H  0.02248  1.10855  2.20620
H  -1.06272  3.46673  3.78701
H  -1.84268  1.88788  3.53111
H  -1.56988  2.96974  2.15764
H  0.81908  2.09709  4.96679
H  1.77977  0.95877  3.99983
H  0.13144  0.53223  4.49111
H  2.39332  2.02077  -1.46376
H  1.87576  0.00158  -2.67866
H  -1.05044  -4.68089  -2.75741
H  1.06680  -5.68443  -3.53213
H  3.17858  -4.46510  -3.20899
H  3.57005  -1.24489  -1.46022
H  4.46816  -2.66197  -3.99378
H  5.28295  -1.30020  -3.20941
H  3.68033  -1.08521  -3.94042
H  4.76333  -4.02231  -1.77422
H  4.13678  -3.33350  -0.27056
H  5.54417  -2.60561  -1.05740
H  -1.35565  -1.34695  -1.15618
H  -2.36671  -4.21413  -0.83288
H  -3.04932  -2.74764  -0.09450
H  -1.44723  -3.30818  0.38958
H  -2.64273  -3.13497  -3.25374
H  -2.01787  -1.48384  -3.48844
H  -3.39424  -1.76253  -2.41723
O  -3.81982  5.62625  -6.67545
C  -4.40023  4.48462  -6.20167
O  -5.46476  4.16426  -6.66071
C  -3.64833  3.73520  -5.16982
C  -4.03076  2.42206  -4.88616
C  -3.35014  1.65951  -3.95772
C  -2.23827  2.16652  -3.24009
S  -1.35470  1.18848  -2.10975
C  -1.89777  3.51467  -3.50663
C  -2.57456  4.26637  -4.44868
H  -2.94638  5.71415  -6.28158
H  -4.87451  2.01334  -5.43092
H  -3.65382  0.63748  -3.76124
H  -1.08463  3.95234  -2.94339
H  -2.26690  5.30108  -4.58524

Atoms 1-2, force components in eV/Å:
-0.891 -0.753 0.187
-0.211 0.066 0.087

net charge	-1
frontier orbital gap	5.55	eV
LUMO	1.51	eV
highest occupied orbital energy	-4.0	eV
F_max	0.0272	Eh/bohr
spin multiplicity	1
relative energy (zero: lowest compared OMol25 entry of this formula, charge and spin)	3.7	kcal per mole

No. 2
Entry from the Open Molecules 2025 dataset: the molecule C6H12N2 at a distorted geometry (the ωB97M-V functional and the def2-TZVPD basis).

Atoms and positions in Å:
C  1.94240  0.79984  0.05019
C  1.71186  -0.89543  -0.09431
C  0.18630  -1.28455  -0.07236
C  -1.50797  -1.26995  0.14060
C  -1.20134  1.42024  0.04317
C  0.29156  0.95882  -0.03717
H  2.35196  1.32607  -0.78176
H  2.54895  1.11784  0.96191
H  2.34443  -0.96774  -1.01574
H  2.14678  -1.40938  0.72580
H  -0.30163  -0.94103  -1.00083
H  -1.69881  -1.99141  1.04167
H  -2.00842  -1.76256  -0.84571
H  -2.80905  0.00818  -0.72450
H  -1.45419  2.45188  0.78301
H  -1.66963  2.09718  -0.74352
H  0.33391  0.48569  -1.04566
H  0.71194  -0.26722  1.58661
N  -1.90800  0.17536  0.09002
N  -0.01105  -0.05182  0.93857

Atoms 1-2, force components in eV/Å:
-2.282 -0.033 1.420
2.143 0.662 -1.866

net charge	0
structure (SMILES)	C1C[C@@H]2CNC[C@@H]1N2
frontier orbital gap	8.59	eV
LUMO	0.78	eV
highest occupied orbital energy	-7.8	eV
F_max	0.1510	Eh/bohr
spin multiplicity	1
relative energy (zero: lowest compared OMol25 entry of this formula, charge and spin)	296.3	kcal per mole

No. 3
Entry from the Open Molecules 2025 dataset: the ion C4H9IN with charge +1 at a distorted geometry (the ωB97M-V functional and the def2-TZVPD basis).

Atoms and positions in Å:
C  1.06653  -0.20899  -0.33493
C  2.16798  -0.31332  0.51477
C  -0.88071  1.33081  -0.18354
C  -1.29210  -1.12579  -0.15435
N  -0.34086  -0.02410  0.24504
I  4.14726  -0.12750  -0.10071
H  1.17379  -0.01859  -1.43769
H  2.05463  -0.20633  1.60611
H  -0.60586  2.11045  0.54933
H  -0.52316  1.61234  -1.18964
H  -1.89818  1.18030  -0.36025
H  -1.39985  -1.42087  -1.22126
H  -0.94341  -1.97077  0.47751
H  -2.18152  -0.76993  0.28463
H  -0.54454  -0.04772  1.30497

Atoms 1-2, force components in eV/Å:
2.528 0.301 2.551
-2.633 1.163 -1.548

net charge	+1
structure (SMILES)	C[NH+](C)/C=C/I
frontier orbital gap	9.51	eV
LUMO	-3.55	eV
highest occupied orbital energy	-13.1	eV
F_max	0.0701	Eh/bohr
spin multiplicity	1
relative energy (zero: lowest compared OMol25 entry of this formula, charge and spin)	46.3	kcal per mole

No. 4
Entry from the Open Molecules 2025 dataset: a structure of composition C4H9NO at a distorted geometry (the ωB97M-V functional and the def2-TZVPD basis).

Atoms and positions in Å:
C  0.18725  1.64860  0.51403
C  0.71992  0.33225  0.49904
C  0.43096  -0.61551  1.61680
C  -0.49179  -0.42263  -1.11944
O  -1.33883  0.47269  -1.25482
N  -0.63713  -1.38659  -2.03884
H  -0.58977  1.92435  1.23059
H  -0.51830  1.49306  -0.64678
H  0.84416  2.47385  0.26433
H  1.66461  0.18936  -0.01197
H  0.56118  -1.64865  1.28964
H  1.12501  -0.43393  2.44916
H  -0.59049  -0.48282  1.99068
H  -0.01031  -2.15556  -2.01858
H  -1.35649  -1.38845  -2.76384

Atoms 1-2, force components in eV/Å:
-1.257 0.637 -2.308
-0.452 -0.924 -1.107

net charge	0
frontier orbital gap	9.66	eV
LUMO	0.79	eV
highest occupied orbital energy	-8.9	eV
F_max	0.0526	Eh/bohr
spin multiplicity	1
relative energy (zero: lowest compared OMol25 entry of this formula, charge and spin)	83.6	kcal per mole

Which of these has the lowest F_max? C45H52AuN4O2S